1.
The following is a DFT calculation (ωB97M-V with the def2-TZVPD basis set) of one molecule with the formula C6H10 in a non-equilibrium geometry.

The energy above the lowest of the compared OMol25 structures with the same formula, charge and spin comes out at 2.917 eV. For the LUMO energy, the calculation gives 1.25 eV.

Geometry as ORCA input:
```
! wB97M-V def2-TZVPD RIJCOSX def2/J DEFGRID3
* xyz 0 1
C 0.11 -2.30 -0.64
C -0.80 -1.48 -1.20
C -1.19 -0.09 -0.64
C 0.01 0.72 -0.29
C 0.38 0.95 0.97
C 1.37 1.93 1.57
H 0.72 -2.88 -1.34
H 0.06 -2.53 0.42
H -1.32 -1.80 -2.11
H -1.85 -0.45 0.17
H -1.78 0.44 -1.39
H 0.30 1.55 -0.95
H -0.34 0.56 1.69
H 1.10 2.96 1.34
H 2.36 1.93 1.11
H 1.39 1.78 2.65
*
```



2.
The following is a DFT calculation (ωB97M-V with the def2-TZVPD basis set) of C20H55N6NaO8 as an isolated structure in a non-equilibrium geometry.

For the LUMO energy, the calculation gives -0.79 eV.

Geometry as ORCA input:
```
! wB97M-V def2-TZVPD RIJCOSX def2/J DEFGRID3
* xyz 0 1
Na -0.24 -2.74 -3.59
N 0.29 -0.12 -1.91
O 1.08 -1.09 -1.69
O -0.58 -0.26 -2.76
O 0.34 0.93 -1.25
C 3.46 -4.94 0.40
C 4.38 -3.79 -0.01
C 3.89 -3.08 -1.28
O 4.96 -2.33 -1.78
C 4.72 -1.78 -3.07
N 4.54 -2.83 1.10
H 3.20 -5.65 -0.38
H 2.47 -4.70 0.80
H 3.97 -5.46 1.21
H 5.35 -4.25 -0.22
H 3.02 -2.46 -1.02
H 3.57 -3.74 -2.09
H 4.74 -2.56 -3.84
H 5.50 -1.04 -3.25
H 3.77 -1.25 -3.14
H 5.21 -2.14 0.80
H 3.67 -2.30 1.10
C -0.56 4.53 -0.07
C 0.98 4.40 0.02
C 1.55 5.47 0.93
O 1.18 6.75 0.46
C 1.74 7.82 1.22
N 1.31 3.08 0.53
H -0.99 4.47 0.93
H -0.97 3.74 -0.70
H -0.96 5.46 -0.46
H 1.53 4.53 -0.91
H 2.63 5.33 0.95
H 1.09 5.38 1.93
H 1.46 7.65 2.26
H 1.30 8.76 0.91
H 2.83 7.76 1.19
H 0.98 3.00 1.49
H 0.77 2.39 0.01
C -5.63 3.85 0.52
C -5.94 3.12 -0.80
C -4.71 2.40 -1.40
O -4.03 1.55 -0.49
C -2.97 0.88 -1.19
N -7.03 2.20 -0.49
H -6.48 4.41 0.91
H -4.84 4.55 0.24
H -5.21 3.15 1.24
H -6.29 3.83 -1.55
H -4.07 3.20 -1.80
H -5.12 1.85 -2.25
H -2.46 1.58 -1.86
H -3.45 0.10 -1.78
H -2.20 0.47 -0.54
H -7.15 1.59 -1.30
H -6.76 1.53 0.22
C 0.17 -1.62 2.68
C 0.34 -0.17 2.26
C 0.36 0.72 3.47
O 0.32 2.07 3.07
C 0.39 2.99 4.17
N 1.65 -0.10 1.55
H 0.93 -1.87 3.43
H 0.43 -2.33 1.89
H -0.78 -1.84 3.16
H -0.47 0.08 1.56
H 1.26 0.49 4.05
H -0.51 0.52 4.11
H 1.27 2.79 4.78
H -0.53 2.87 4.74
H 0.47 3.95 3.67
H 1.50 -0.63 0.70
H 1.62 0.86 1.19
C -1.50 -4.38 0.57
C -0.87 -4.04 -0.81
C -0.39 -5.32 -1.52
O 0.04 -5.04 -2.83
C 0.87 -6.08 -3.34
N -1.87 -3.29 -1.54
H -0.89 -5.02 1.21
H -2.47 -4.87 0.43
H -1.75 -3.49 1.14
H -0.03 -3.35 -0.65
H -1.20 -6.05 -1.60
H 0.38 -5.72 -0.85
H 1.08 -6.00 -4.40
H 0.39 -7.06 -3.22
H 1.77 -6.06 -2.72
H -2.12 -2.45 -1.04
H -2.72 -3.77 -1.81
*
```



3.
The following is a DFT calculation (ωB97M-V with the def2-TZVPD basis set) of a 2-piece molecular cluster, C3H6S overall.

The energy above the lowest of the compared OMol25 structures with the same formula, charge and spin comes out at 1.525 eV. For the LUMO energy, the calculation gives -0.40 eV.

Geometry as ORCA input:
```
! wB97M-V def2-TZVPD RIJCOSX def2/J DEFGRID3
* xyz 0 1
C 1.15 0.02 -0.24
C 1.20 -1.25 0.12
H 1.07 0.29 -1.27
H 1.22 0.83 0.47
H 1.14 -2.04 -0.60
H 1.28 -1.55 1.16
C -1.71 1.03 0.10
S -2.32 -0.45 -0.04
H -1.45 1.45 1.06
H -1.57 1.67 -0.76
*
```



4.
The following is a DFT calculation (ωB97M-V with the def2-TZVPD basis set) of one molecule with the formula C2H7N3S in a non-equilibrium geometry.

The energy above the lowest of the compared OMol25 structures with the same formula, charge and spin comes out at 1.841 eV. For the LUMO energy, the calculation gives 0.90 eV.

Geometry as ORCA input:
```
! wB97M-V def2-TZVPD RIJCOSX def2/J DEFGRID3
* xyz 0 1
C -1.90 -0.19 -0.23
N -0.46 0.06 -0.14
N -0.20 1.41 0.28
C 0.47 -0.96 0.12
N 1.74 -0.98 0.23
S 2.71 0.34 -0.19
H -2.36 0.58 -0.84
H -2.04 -1.14 -0.79
H -2.48 -0.21 0.76
H 0.44 1.39 1.08
H 0.24 1.94 -0.48
H -0.07 -1.93 0.27
H 3.90 -0.32 -0.09
*
```



5.
The following is a DFT calculation (ωB97M-V with the def2-TZVPD basis set) of C27H36N5O3S3V as an isolated structure in a non-equilibrium geometry.

The energy above the lowest of the compared OMol25 structures with the same formula, charge and spin comes out at 0.330 eV. For the LUMO energy (spin up / spin down), the calculation gives 0.16 / 0.04 eV.

Geometry as ORCA input:
```
! wB97M-V def2-TZVPD RIJCOSX def2/J DEFGRID3
* xyz 0 3
V -0.90 -0.70 -0.46
C 0.24 -2.79 -2.37
N -1.11 -2.58 -1.78
C -1.53 -3.88 -1.18
C -2.46 -3.81 0.03
C -1.89 -3.05 1.22
N -1.94 -1.59 1.03
C -2.59 -0.91 1.92
C -2.66 0.53 2.01
C -3.59 1.12 2.88
C -3.66 2.48 3.02
C -2.74 3.28 2.31
C -1.79 2.73 1.49
C -1.74 1.34 1.31
O -0.84 0.79 0.53
C -2.00 -2.22 -2.92
C -3.47 -1.95 -2.60
C -3.72 -0.88 -1.50
N -2.53 -0.05 -1.37
C -2.55 1.15 -1.84
C -1.40 1.97 -2.08
C -1.57 3.33 -2.42
C -0.51 4.11 -2.79
C 0.77 3.52 -2.86
C 0.97 2.20 -2.56
C -0.10 1.39 -2.13
O 0.10 0.13 -1.83
H 0.21 -3.62 -3.09
H 0.94 -3.05 -1.57
H 0.58 -1.89 -2.86
H -0.62 -4.37 -0.84
H -1.97 -4.50 -1.96
H -2.61 -4.84 0.36
H -3.45 -3.42 -0.23
H -0.84 -3.33 1.35
H -2.43 -3.32 2.12
H -3.12 -1.46 2.69
H -4.27 0.48 3.44
H -4.40 2.93 3.66
H -2.78 4.36 2.43
H -1.06 3.34 0.97
H -1.97 -3.03 -3.65
H -1.57 -1.34 -3.39
H -3.99 -2.87 -2.33
H -3.92 -1.60 -3.53
H -3.91 -1.36 -0.55
H -4.59 -0.28 -1.76
H -3.52 1.58 -2.13
H -2.57 3.75 -2.37
H -0.65 5.15 -3.03
H 1.61 4.13 -3.15
H 1.95 1.75 -2.60
C 4.30 -3.47 1.79
O 3.40 -2.40 1.49
C 2.16 -2.67 1.02
S 1.65 -4.25 0.76
S 1.32 -1.20 0.80
H 5.13 -3.01 2.31
H 4.64 -3.96 0.88
H 3.82 -4.22 2.42
C 4.42 4.41 1.42
N 4.45 2.98 1.47
C 5.56 2.27 2.09
C 5.10 0.81 2.04
N 3.68 0.94 1.76
C 3.34 2.18 1.35
S 1.83 2.60 0.79
H 5.34 4.78 0.95
H 4.33 4.85 2.42
H 3.56 4.72 0.82
H 5.71 2.62 3.12
H 6.48 2.44 1.54
H 5.27 0.29 2.99
H 5.62 0.25 1.25
H 3.08 0.16 1.52
*
```



6.
The following is a DFT calculation (ωB97M-V with the def2-TZVPD basis set) of C29H48CoNOP3S as an isolated structure in a non-equilibrium geometry.

The energy above the lowest of the compared OMol25 structures with the same formula, charge and spin comes out at 0.000 eV. For the LUMO energy (spin up / spin down), the calculation gives -7.94 / -12.18 eV.

Geometry as ORCA input:
```
! wB97M-V def2-TZVPD RIJCOSX def2/J DEFGRID3
* xyz 3 5
Co -1.13 0.19 -0.72
P -2.62 1.64 -1.22
P -0.32 1.58 1.47
P -0.95 -1.84 -1.72
H -0.71 -1.48 3.27
C -0.25 -2.35 2.79
C 1.07 -2.59 2.81
H 1.76 -1.97 3.38
C -3.73 1.66 0.24
C -2.28 3.44 -1.40
C -3.73 1.33 -2.62
C 0.95 1.06 2.70
C 0.48 3.17 0.94
C -1.47 2.34 2.71
C 0.38 -2.97 -1.16
C -0.67 -1.55 -3.52
C -2.21 -3.18 -1.81
H -0.93 -2.98 2.22
H 1.47 -3.49 2.38
H -4.40 0.78 0.18
H -4.32 2.57 0.27
H -3.15 1.60 1.17
H -3.13 3.87 -1.96
H -1.35 3.62 -1.96
H -2.21 3.92 -0.42
H -4.54 2.07 -2.60
H -4.14 0.31 -2.56
H -3.17 1.42 -3.56
H 1.10 1.88 3.41
H 1.90 0.83 2.21
H 0.61 0.16 3.24
H 0.67 3.80 1.82
H -0.17 3.71 0.23
H 1.43 2.94 0.44
H -0.86 2.84 3.48
H -2.08 1.56 3.19
H -2.12 3.10 2.26
H 0.51 -3.81 -1.85
H 0.13 -3.37 -0.17
H 1.33 -2.44 -1.08
H -0.92 -2.45 -4.10
H 0.36 -1.27 -3.74
H -1.33 -0.73 -3.86
H -1.75 -4.05 -2.30
H -3.08 -2.84 -2.39
H -2.52 -3.46 -0.80
C -4.51 -2.48 0.84
C -5.65 -1.66 1.02
C -6.87 -2.23 1.36
C -7.03 -3.61 1.44
C -5.95 -4.43 1.16
C -4.70 -3.88 0.90
O -3.21 -2.03 0.74
H -3.03 -1.18 0.26
H -5.59 -0.59 0.86
H -7.74 -1.60 1.50
H -8.01 -4.03 1.65
H -6.07 -5.50 1.13
H -3.85 -4.53 0.72
N 0.74 0.87 -1.33
S 1.93 -0.02 -2.01
C 3.02 1.22 -2.74
C 3.54 0.98 -4.02
C 4.39 1.92 -4.60
C 4.73 3.09 -3.90
C 4.17 3.33 -2.64
C 3.32 2.40 -2.06
C 3.07 -0.66 -0.74
C 3.44 0.10 0.37
C 4.33 -0.41 1.31
C 4.83 -1.72 1.17
C 4.45 -2.50 0.06
C 3.60 -1.96 -0.90
H 0.75 1.83 -1.68
H 3.28 0.06 -4.53
H 4.80 1.75 -5.59
H 5.41 3.82 -4.34
H 4.40 4.25 -2.10
H 2.90 2.57 -1.07
H 3.04 1.11 0.46
H 4.64 0.19 2.16
H 5.52 -2.13 1.90
H 4.80 -3.53 -0.04
H 3.34 -2.54 -1.80
*
```



7.
The following is a DFT calculation (ωB97M-V with the def2-TZVPD basis set) of one molecule with the formula C16H25BN2O4 in a non-equilibrium geometry.

The energy above the lowest of the compared OMol25 structures with the same formula, charge and spin comes out at 0.000 eV. For the LUMO energy, the calculation gives 0.45 eV.

Geometry as ORCA input:
```
! wB97M-V def2-TZVPD RIJCOSX def2/J DEFGRID3
* xyz 0 1
N 0.09 2.31 -1.64
C -1.09 1.44 -1.44
C -2.32 2.04 -2.10
O -3.38 2.07 -1.54
O -2.18 2.47 -3.36
C -0.85 0.06 -2.10
C -1.49 -1.01 -1.16
N -0.49 -2.01 -0.85
C 0.64 -1.63 -0.02
C 1.66 -2.67 0.24
C 1.63 -3.46 1.38
C 2.45 -4.60 1.47
C 3.38 -4.84 0.48
C 3.49 -4.03 -0.62
C 2.62 -2.96 -0.74
C -2.05 -0.25 0.09
C -1.33 1.11 0.11
C -2.05 2.16 0.97
C -1.14 3.38 1.20
C -0.07 3.11 2.27
B 1.05 1.97 2.07
O 1.57 1.70 0.80
O 1.39 1.14 3.11
H 0.33 2.20 -2.62
H -0.24 3.27 -1.58
H -3.03 2.82 -3.69
H 0.23 -0.11 -2.18
H -1.25 0.07 -3.10
H -2.28 -1.47 -1.75
H -0.89 -2.84 -0.47
H 1.11 -0.80 -0.54
H 0.27 -1.28 0.94
H 0.99 -3.23 2.21
H 2.38 -5.24 2.30
H 3.98 -5.73 0.58
H 4.27 -4.15 -1.37
H 2.67 -2.34 -1.60
H -3.10 -0.07 0.04
H -1.91 -0.79 0.99
H -0.34 0.90 0.58
H -2.28 1.70 1.94
H -3.01 2.38 0.50
H -0.69 3.65 0.25
H -1.78 4.23 1.49
H 0.47 4.05 2.46
H -0.52 2.82 3.20
H 1.08 1.95 -0.05
H 2.01 0.46 2.83
*
```



8.
The following is a DFT calculation (ωB97M-V with the def2-TZVPD basis set) of one molecule with the formula C2H4N2O2 in a non-equilibrium geometry.

The energy above the lowest of the compared OMol25 structures with the same formula, charge and spin comes out at 1.828 eV. For the LUMO energy, the calculation gives 0.58 eV.

Geometry as ORCA input:
```
! wB97M-V def2-TZVPD RIJCOSX def2/J DEFGRID3
* xyz 0 1
H 0.79 -1.48 1.09
N 1.40 -0.55 0.81
C 0.52 -0.04 -0.02
N 0.68 1.07 -0.84
C -0.96 -0.38 -0.13
O -1.45 -0.58 -1.15
O -1.64 -0.47 1.08
H 1.60 1.42 -1.02
H 0.01 1.10 -1.59
H -0.96 -0.09 1.76
*
```



9.
The following is a DFT calculation (ωB97M-V with the def2-TZVPD basis set) of a 2-piece molecular cluster, F2H2S2Si overall in a non-equilibrium geometry.

The energy above the lowest of the compared OMol25 structures with the same formula, charge and spin comes out at 2.200 eV. For the LUMO energy, the calculation gives -0.43 eV.

Geometry as ORCA input:
```
! wB97M-V def2-TZVPD RIJCOSX def2/J DEFGRID3
* xyz 0 1
F 0.47 -2.30 -1.78
Si 0.27 -0.96 -0.86
S 1.49 0.55 -0.79
S -1.61 -1.32 0.01
H -1.43 -0.65 1.22
F 0.07 2.63 1.19
H 0.74 2.05 1.01
*
```



10.
The following is a DFT calculation (ωB97M-V with the def2-TZVPD basis set) of one molecule with the formula C22H28N2O6.

The energy above the lowest of the compared OMol25 structures with the same formula, charge and spin comes out at 0.027 eV. For the LUMO energy, the calculation gives 0.62 eV.

Geometry as ORCA input:
```
! wB97M-V def2-TZVPD RIJCOSX def2/J DEFGRID3
* xyz 0 1
C -4.88 0.58 3.66
C -3.39 0.53 3.34
O -3.16 0.08 2.00
C -3.23 0.99 1.03
O -3.46 2.16 1.21
C -2.95 0.36 -0.32
C -4.00 0.79 -1.35
C -3.63 0.26 -2.73
C -2.22 0.73 -3.11
N -1.27 0.32 -2.10
C -0.44 -0.73 -2.35
O -0.44 -1.32 -3.41
C 0.48 -1.12 -1.24
C 0.44 -2.39 -0.77
N 1.25 -2.86 0.21
C 1.14 -4.25 0.62
C 1.87 -5.16 -0.36
C 2.22 -2.07 0.82
O 2.91 -2.52 1.72
C 2.33 -0.71 0.30
C 3.32 0.12 0.83
C 3.51 1.41 0.37
O 4.46 2.25 0.89
C 5.29 1.77 1.91
C 2.68 1.89 -0.67
O 2.72 3.12 -1.25
C 3.74 4.05 -0.95
C 1.70 1.06 -1.19
C 1.49 -0.23 -0.72
C -1.56 0.84 -0.79
H -5.34 -0.39 3.49
H -5.02 0.87 4.69
H -5.37 1.32 3.02
H -2.88 -0.20 3.97
H -2.94 1.51 3.46
H -2.94 -0.72 -0.21
H -4.98 0.41 -1.05
H -4.05 1.88 -1.36
H -4.34 0.62 -3.47
H -3.66 -0.83 -2.73
H -1.91 0.28 -4.06
H -2.19 1.82 -3.19
H -0.28 -3.10 -1.17
H 0.08 -4.52 0.68
H 1.60 -4.32 1.61
H 2.92 -4.90 -0.39
H 1.77 -6.19 -0.05
H 1.46 -5.05 -1.37
H 3.92 -0.30 1.61
H 5.88 0.91 1.58
H 5.96 2.59 2.15
H 4.72 1.49 2.81
H 3.68 4.39 0.08
H 3.55 4.89 -1.62
H 4.73 3.65 -1.15
H 1.09 1.45 -1.99
H -0.80 0.52 -0.08
H -1.56 1.94 -0.83
*
```



11.
The following is a DFT calculation (ωB97M-V with the def2-TZVPD basis set) of one molecule with the formula C21H27N3O2.

The energy above the lowest of the compared OMol25 structures with the same formula, charge and spin comes out at 1.031 eV. For the LUMO energy, the calculation gives 0.58 eV.

Geometry as ORCA input:
```
! wB97M-V def2-TZVPD RIJCOSX def2/J DEFGRID3
* xyz 0 1
C 5.72 1.96 -0.03
C 4.74 1.30 0.95
C 3.36 1.28 0.38
C 2.98 0.31 -0.54
C 1.72 0.29 -1.10
C 0.79 1.26 -0.74
N -0.52 1.29 -1.24
C -1.13 0.40 -2.09
O -0.57 -0.50 -2.68
N -2.47 0.66 -2.25
C -3.33 -0.30 -2.88
C -3.94 -1.34 -1.91
C -4.79 -0.71 -0.81
C -3.81 -0.42 0.33
N -2.65 -1.23 0.05
C -1.46 -1.13 0.73
C -1.28 -0.17 1.73
C -0.07 -0.04 2.40
C 0.99 -0.88 2.10
O 2.22 -0.84 2.71
C 2.45 0.13 3.68
C 0.81 -1.86 1.13
C -0.39 -1.99 0.46
C -2.85 -2.06 -1.12
C 1.15 2.24 0.18
C 2.42 2.25 0.72
H 5.74 1.41 -0.97
H 5.42 2.98 -0.23
H 6.73 1.97 0.39
H 5.07 0.28 1.15
H 4.75 1.86 1.89
H 3.69 -0.46 -0.82
H 1.44 -0.47 -1.81
H -1.10 2.00 -0.82
H -2.91 1.31 -1.62
H -4.14 0.23 -3.39
H -2.73 -0.83 -3.62
H -4.52 -2.04 -2.51
H -5.31 0.19 -1.14
H -5.54 -1.43 -0.47
H -3.54 0.65 0.36
H -4.24 -0.67 1.31
H -2.08 0.50 2.00
H 0.01 0.72 3.16
H 1.78 0.00 4.55
H 3.48 0.00 4.00
H 2.32 1.14 3.28
H 1.63 -2.52 0.91
H -0.49 -2.76 -0.28
H -1.93 -2.15 -1.70
H -3.19 -3.07 -0.83
H 0.44 3.00 0.47
H 2.69 3.03 1.42
*
```



12.
The following is a DFT calculation (ωB97M-V with the def2-TZVPD basis set) of a 3-piece molecular cluster, CH10N6 overall in a non-equilibrium geometry.

The energy above the lowest of the compared OMol25 structures with the same formula, charge and spin comes out at 5.460 eV. For the LUMO energy (spin up / spin down), the calculation gives -8.08 / -6.57 eV.

Geometry as ORCA input:
```
! wB97M-V def2-TZVPD RIJCOSX def2/J DEFGRID3
* xyz 2 1
C -3.52 -4.19 2.40
N 6.21 8.03 -3.11
N -3.78 -5.36 2.65
N -4.08 -6.43 1.97
N 4.92 7.83 -4.98
N -4.07 -5.76 4.94
N 6.00 7.87 -4.28
H -3.42 -3.71 1.32
H -3.30 -3.39 3.21
H 5.50 7.92 -2.46
H -3.70 -7.27 2.19
H -4.82 -6.40 1.28
H 4.96 7.99 -5.98
H 4.09 7.71 -4.49
H -3.18 -6.19 5.19
H -4.75 -6.53 4.98
H 6.94 7.89 -4.85
*
```